Entry 1:
The following is a DFT calculation (wB97M-V/def2-TZVPD) of C7H12Br2ClN as an isolated structure in a non-equilibrium geometry.

Last column: Mulliken charge in e.
CARTESIAN COORDINATES (ANGSTROEM)
C 1.0009 0.3432 -0.6134  -0.957
C -0.1913 -0.3247 0.0510  0.140
C -0.9193 0.5928 -0.9024  0.433
C 1.7241 1.5315 -0.0369  -0.704
C -0.3893 -1.9019 0.0386  -0.776
C 2.0624 1.0633 1.3550  -0.853
C -1.8723 -2.1627 -0.0575  -0.334
N -1.4438 1.7829 -0.4573  -0.483
Cl -1.4996 0.0046 -2.4046  -0.181
Br 3.2885 2.4279 2.2759  -0.243
Br -2.0747 -4.0724 -0.2838  -0.190
H 1.3280 -0.0880 -1.6020  0.376
H -0.2918 0.0562 0.9823  0.461
H 2.5799 1.5080 -0.6303  0.378
H 1.0772 2.4110 0.0844  0.363
H 0.2071 -2.2142 -0.9781  0.313
H 0.0186 -2.5010 0.9391  0.326
H 2.6102 0.1285 1.3047  0.464
H 1.2682 0.8594 2.0238  0.431
H -2.3583 -1.5885 -0.9527  0.270
H -2.2964 -1.8563 0.9145  0.327
H -1.6968 2.3606 -1.2428  0.247
H -2.1314 1.6397 0.1923  0.191

Values from the calculation:
* gap between HOMO and LUMO: 8.60 eV
* E: -161548.3436 eV
* lowest unoccupied orbital energy: 0.49 eV



Entry 2:
The following is a DFT calculation (wB97M-V/def2-TZVPD) of C23H63As3F18N5O14 as an isolated structure in a non-equilibrium geometry.

Last column: Mulliken charge in e.
CARTESIAN COORDINATES (ANGSTROEM)
C -4.8716 -19.8107 -5.6649  -1.447
C -6.2506 -19.1770 -5.5333  0.235
C -7.2398 -19.8857 -6.4995  -0.822
O -8.4849 -19.3426 -6.2130  -0.342
C -9.5495 -19.9847 -6.8996  -0.872
N -6.9175 -19.3323 -4.1709  -0.189
H -6.4410 -18.8241 -3.4153  0.362
H -7.8895 -18.9587 -4.2780  0.387
H -7.0730 -20.3151 -3.8857  0.231
H -4.9063 -20.8717 -5.4171  0.365
H -4.0941 -19.3282 -5.0668  0.391
H -4.5913 -19.7292 -6.7172  0.398
H -6.2524 -18.1120 -5.7655  0.347
H -7.2278 -20.9686 -6.3122  0.415
H -6.9719 -19.8051 -7.5518  0.513
H -9.6627 -21.0384 -6.5906  0.381
H -9.4109 -19.8957 -7.9688  0.374
H -10.4916 -19.5574 -6.5437  0.246
C -5.0578 -22.8986 -0.0943  -1.421
C -6.2911 -22.0913 0.3899  0.072
C -5.9874 -21.1291 1.4851  -0.775
O -4.9441 -20.2345 0.9783  -0.407
C -4.8596 -19.0948 1.9052  -0.763
N -6.7829 -21.2063 -0.7493  0.290
H -6.0298 -20.5040 -0.7079  0.497
H -6.8289 -21.7538 -1.6071  0.349
H -7.6559 -20.7403 -0.5620  -0.092
H -4.7698 -23.5623 0.7293  0.384
H -4.1551 -22.3300 -0.3367  0.296
H -5.3750 -23.4054 -0.9885  0.476
H -7.1397 -22.7384 0.6441  0.423
H -5.6875 -21.6820 2.3750  0.521
H -6.8638 -20.5002 1.6561  0.458
H -4.1075 -18.3855 1.5481  0.255
H -4.6424 -19.4401 2.9131  0.304
H -5.8343 -18.5654 1.8908  0.310
C -11.4566 -28.5348 -0.2199  -1.201
C -11.8826 -29.0827 1.1108  0.348
C -10.7823 -29.8740 1.9127  -1.015
O -9.8999 -28.9095 2.4651  -0.263
C -9.0986 -29.4555 3.4646  -0.845
N -12.4063 -27.9199 1.9111  0.261
H -12.7234 -28.0718 2.8805  0.429
H -11.7013 -27.1507 1.8928  0.061
H -13.2346 -27.5227 1.4189  0.151
H -11.0164 -29.3615 -0.7727  0.517
H -10.7131 -27.7346 -0.1980  0.252
H -12.2883 -28.0819 -0.7617  0.351
H -12.7149 -29.8024 1.0556  0.271
H -10.2276 -30.4940 1.1803  0.313
H -11.1344 -30.4676 2.7625  0.555
H -8.5371 -30.3045 3.0695  0.312
H -9.7691 -29.8076 4.2603  0.333
H -8.4712 -28.6476 3.8304  0.294
C -12.3369 -24.6931 -1.5818  0.076
C -11.1252 -23.7730 -1.7097  0.363
C -11.4982 -22.6743 -2.6458  -1.024
O -10.3605 -21.8584 -2.7769  -0.017
C -10.7354 -20.6037 -3.3622  0.204
N -10.8648 -23.3034 -0.3006  1.579
H -10.3981 -22.3897 -0.2538  0.143
H -11.6853 -23.3144 0.3890  -0.199
H -10.2287 -23.9751 0.1622  -0.295
H -13.1526 -24.0666 -1.1984  -0.486
H -12.1268 -25.4833 -0.8589  -0.178
H -12.5868 -25.1800 -2.5246  0.799
H -10.2674 -24.3017 -2.1828  -0.023
H -12.3400 -22.1241 -2.1956  0.255
H -11.7247 -23.1234 -3.6143  0.466
H -11.1253 -20.7426 -4.3765  -0.327
H -9.8254 -20.0090 -3.2995  -0.245
H -11.5606 -20.2896 -2.7240  0.431
C -16.1231 -22.0353 1.2421  -1.133
C -16.7775 -22.1372 -0.1474  -0.333
C -15.7897 -22.5397 -1.1683  0.213
O -16.6139 -22.7196 -2.3572  -0.539
C -15.8358 -23.3893 -3.3818  -0.302
N -17.8759 -23.1967 -0.1252  -0.014
H -18.5332 -22.8867 0.5805  0.393
H -18.3266 -23.3732 -1.0376  0.395
H -17.3955 -24.0733 0.1663  0.106
H -16.8027 -21.6921 2.0215  0.424
H -15.2620 -21.3808 1.1405  0.384
H -15.6317 -22.9736 1.4878  0.114
H -17.2191 -21.1867 -0.4603  0.418
H -15.1742 -23.4111 -0.9451  -0.443
H -15.1161 -21.7041 -1.3391  0.679
H -15.7911 -24.4591 -3.1304  0.156
H -14.9875 -22.7210 -3.3938  0.041
H -16.2840 -23.2515 -4.3667  0.338
As -10.3312 -27.2273 -4.2184  2.102
F -9.4883 -28.6972 -4.1203  -0.522
F -11.0217 -27.7060 -5.7468  -0.537
F -11.1618 -25.7523 -4.2502  -0.542
F -9.5933 -26.7982 -2.6694  -0.514
F -8.9999 -26.5150 -4.9740  -0.524
F -11.5985 -27.9586 -3.3279  -0.451
As -13.5514 -21.6362 -6.4161  2.000
F -15.2029 -21.2548 -6.7000  -0.510
F -13.1141 -20.0497 -6.9396  -0.536
F -11.8623 -21.8773 -6.1310  -0.503
F -13.9290 -23.2084 -5.8584  -0.448
F -13.3548 -22.2039 -8.0404  -0.521
F -13.6600 -20.9877 -4.8104  -0.483
As -16.2652 -26.7321 -0.3416  1.934
F -15.7785 -25.3255 0.5710  -0.512
F -15.1462 -27.6765 0.5604  -0.545
F -16.8488 -28.0796 -1.2225  -0.479
F -17.3427 -25.6164 -1.1315  -0.552
F -15.0223 -26.3826 -1.4462  -0.383
F -17.4762 -26.9628 0.8597  -0.521
O -8.6601 -26.2267 2.8192  -0.505
C -9.3865 -25.4491 2.0605  0.324
O -10.4399 -25.7589 1.4198  -0.604
O -8.8669 -24.3405 1.9099  -0.866
H -8.8782 -27.1388 2.6501  0.486
O -8.3937 -18.9291 -1.0259  -0.904
C -9.8054 -19.7327 -0.1005  0.736
O -10.8230 -19.1979 -0.2547  -0.532
O -9.2231 -20.6423 0.3885  -0.650
H -8.6449 -18.0598 -1.3546  0.167
O -13.2854 -24.7311 2.8557  -0.564
C -12.8267 -23.5096 2.6074  0.669
O -13.0336 -23.0264 1.4046  -0.962
O -12.2523 -22.9938 3.5380  -0.723
H -13.8837 -24.8487 2.1025  0.286

Values from the calculation:
* gap between HOMO and LUMO: 5.81 eV
* total charge: -1
* E: -292430.1115 eV
* lowest unoccupied orbital energy: 0.31 eV



Entry 3:
The following is a DFT calculation (wB97M-V/def2-TZVPD) of an isolated ion of composition C19H34NO2S and charge +1.

Last column: Mulliken charge in e.
CARTESIAN COORDINATES (ANGSTROEM)
C 7.4992 4.8032 0.7150  -1.285
C 6.7369 3.7802 -0.1178  -0.314
C 5.7359 2.9949 0.7263  -0.663
C 4.9765 1.9591 -0.0986  -0.797
C 3.9820 1.1716 0.7501  -0.681
C 3.2525 0.1088 -0.0668  -0.304
C 2.2596 -0.6755 0.7731  -0.747
S 0.8563 0.3492 1.3564  -0.316
C -0.5515 -0.1083 0.4016  0.695
C -1.7672 -0.0044 1.0706  -1.143
C -2.9614 -0.2835 0.4354  0.682
O -4.2055 -0.2214 1.0621  -0.513
C -4.2871 0.4114 2.3271  -1.063
C -2.9632 -0.6964 -0.8985  -0.178
C -4.2576 -1.0011 -1.6101  -1.263
C -4.7612 -2.4193 -1.3368  -0.617
N -5.0629 -2.6067 0.1151  0.415
C -4.1450 -3.5628 0.7529  -1.032
C -6.4651 -2.9743 0.3570  -0.967
C -1.7491 -0.7927 -1.5658  -0.561
C -0.5399 -0.4888 -0.9521  0.596
O 0.6577 -0.5227 -1.5829  -0.334
C 0.7081 -0.7988 -2.9634  -0.990
H 8.2052 5.3508 0.0957  0.383
H 8.0521 4.3108 1.5118  0.324
H 6.8128 5.5166 1.1658  0.324
H 7.4449 3.0857 -0.5758  0.321
H 6.2063 4.2911 -0.9246  0.316
H 6.2677 2.4907 1.5366  0.346
H 5.0243 3.6885 1.1803  0.329
H 5.6903 1.2671 -0.5523  0.319
H 4.4438 2.4622 -0.9093  0.336
H 4.5137 0.6910 1.5750  0.298
H 3.2498 1.8575 1.1837  0.370
H 3.9779 -0.5964 -0.4809  0.359
H 2.7292 0.5802 -0.8998  0.168
H 2.7284 -1.0266 1.6931  0.537
H 1.8419 -1.5224 0.2367  0.371
H -1.7370 0.3112 2.0998  0.528
H -3.7864 -0.1781 3.0995  0.376
H -5.3496 0.4857 2.5535  0.294
H -3.8545 1.4117 2.2912  0.374
H -4.1110 -0.8969 -2.6851  0.565
H -5.0181 -0.2793 -1.3043  0.288
H -4.0053 -3.1459 -1.6383  0.364
H -5.6654 -2.6092 -1.9166  0.445
H -4.8858 -1.6711 0.5658  0.243
H -4.3461 -3.6190 1.8212  0.374
H -4.2747 -4.5540 0.3200  0.428
H -3.1163 -3.2369 0.6089  0.327
H -7.1270 -2.2232 -0.0692  0.376
H -6.6563 -3.0381 1.4267  0.374
H -6.6833 -3.9413 -0.0951  0.408
H -1.7631 -1.0829 -2.6040  0.503
H 1.7584 -0.7166 -3.2367  0.251
H 0.1268 -0.0726 -3.5385  0.403
H 0.3584 -1.8119 -3.1847  0.361

Values from the calculation:
* gap between HOMO and LUMO: 8.07 eV
* total charge: +1
* E: -36668.7983 eV
* lowest unoccupied orbital energy: -2.36 eV
* relative energy (zero: lowest compared OMol25 entry of this formula, charge and spin): 0.052 eV
* SMILES: CCCCCCCSc1cc(OC)c(CC[NH+](C)C)cc1OC



Entry 4:
The following is a DFT calculation (wB97M-V/def2-TZVPD) of C21H25BCl8F14NO5S as an isolated structure in a non-equilibrium geometry.

Last column: Mulliken charge in e.
CARTESIAN COORDINATES (ANGSTROEM)
C -0.0239 0.2253 5.2872  -0.401
O -0.5690 -1.1115 5.1697  -0.455
B -0.1290 -1.7645 3.9275  0.316
O 0.5841 -3.0186 4.1821  -0.619
N -0.4427 -1.2686 2.5761  0.804
C -1.6703 -0.4630 2.4454  -0.779
C -2.7432 -1.3635 1.5921  -0.589
C -3.8524 -0.3960 0.9006  -0.101
C -4.9097 0.1509 1.9846  -0.897
C -6.3852 -0.5291 1.8549  0.617
F -7.0453 -0.6548 3.1133  -0.297
F -6.1003 -1.8954 1.4552  -0.298
C -7.2867 0.0740 0.6801  0.688
F -8.1994 -0.9699 0.2849  -0.282
F -6.5477 0.3711 -0.5040  -0.232
S -8.3269 1.5665 1.0943  1.177
F -9.3617 1.1861 -0.1988  -0.327
F -9.3551 0.7320 2.1011  -0.279
F -7.3361 2.0869 2.3252  -0.287
F -7.3865 2.4927 0.0343  -0.305
F -9.2667 2.9256 1.3528  -0.288
C 0.6798 -0.9170 1.7166  -0.085
O 0.1151 -0.6786 0.3791  -0.541
C 1.7488 -2.1279 1.4462  0.010
O 1.3847 -3.1039 0.6895  -0.723
O 2.9987 -2.1871 2.0179  -0.714
C 1.4992 0.4148 2.0656  1.839
F 2.3075 0.3262 3.2546  -0.335
F 0.6640 1.5894 2.2602  -0.404
C 2.5487 0.8577 0.9088  -0.701
C 2.1577 1.5417 -0.4187  -0.167
C 3.2551 1.9416 -1.4772  -0.673
C 4.7840 1.7151 -1.2339  -0.783
C 5.1690 1.0583 0.1256  0.112
C 6.7127 0.8106 0.5136  0.742
F 7.5629 0.8714 -0.6209  -0.232
F 7.1551 1.7999 1.4673  -0.256
F 6.8651 -0.4406 1.1926  -0.245
C 4.0838 0.6187 1.1621  -0.209
H 1.1039 0.1535 5.4433  0.186
H -0.4505 0.6617 6.2737  0.257
H -0.3517 0.9440 4.4633  0.155
H 1.5475 -2.8025 4.2636  0.334
H -1.5858 0.5233 1.8805  0.188
H -2.2182 -0.2259 3.4304  0.456
H -3.3145 -2.0328 2.3343  0.301
H -2.1723 -1.9644 0.8001  0.293
H -4.3247 -0.8995 -0.0150  0.422
H -3.2983 0.5358 0.4888  -0.013
H -4.5252 -0.1921 3.0203  0.356
H -4.9518 1.2921 1.9764  0.377
H 0.7990 -0.8540 -0.3032  0.435
H 1.0640 1.7557 -0.6851  0.459
H 2.9241 2.4197 -2.4732  0.229
H 5.5893 2.0105 -2.0020  0.544
H 4.4820 0.1300 2.1222  0.242
C -1.7588 2.1469 -2.5709  0.110
Cl -0.0835 2.0911 -2.0101  -0.105
Cl -1.9577 1.2617 -4.0874  -0.168
H -2.3981 1.6964 -1.8128  -0.194
H -2.0470 3.1856 -2.7269  0.330
C 7.8767 -0.7488 -3.6089  -0.207
Cl 6.2329 -0.1072 -3.6866  -0.107
Cl 8.6322 -0.7706 -5.2089  -0.171
H 8.4703 -0.1211 -2.9460  0.193
H 7.8415 -1.7655 -3.2205  0.314
C -7.4390 -0.8704 -3.8271  -0.195
Cl -5.7166 -0.5156 -3.6528  -0.111
Cl -7.9199 -0.8888 -5.5285  -0.176
H -7.6447 -1.8468 -3.3908  0.290
H -8.0123 -0.1052 -3.3056  0.180
C 11.9425 -1.2419 -7.2388  -0.070
Cl 13.6102 -1.3010 -6.6551  -0.159
Cl 11.7650 -2.1312 -8.7563  -0.156
H 11.2894 -1.6867 -6.4894  0.121
H 11.6615 -0.2027 -7.4026  0.261

Values from the calculation:
* gap between HOMO and LUMO: 5.01 eV
* total charge: -1
* E: -183640.6984 eV
* lowest unoccupied orbital energy: -0.15 eV
* relative energy (zero: lowest compared OMol25 entry of this formula, charge and spin): 8.968 eV



What did the first record say?
The following is a DFT calculation (wB97M-V/def2-TZVPD) of C7H12Br2ClN as an isolated structure in a non-equilibrium geometry.

Last column: Mulliken charge in e.
CARTESIAN COORDINATES (ANGSTROEM)
C 1.0009 0.3432 -0.6134  -0.957
C -0.1913 -0.3247 0.0510  0.140
C -0.9193 0.5928 -0.9024  0.433
C 1.7241 1.5315 -0.0369  -0.704
C -0.3893 -1.9019 0.0386  -0.776
C 2.0624 1.0633 1.3550  -0.853
C -1.8723 -2.1627 -0.0575  -0.334
N -1.4438 1.7829 -0.4573  -0.483
Cl -1.4996 0.0046 -2.4046  -0.181
Br 3.2885 2.4279 2.2759  -0.243
Br -2.0747 -4.0724 -0.2838  -0.190
H 1.3280 -0.0880 -1.6020  0.376
H -0.2918 0.0562 0.9823  0.461
H 2.5799 1.5080 -0.6303  0.378
H 1.0772 2.4110 0.0844  0.363
H 0.2071 -2.2142 -0.9781  0.313
H 0.0186 -2.5010 0.9391  0.326
H 2.6102 0.1285 1.3047  0.464
H 1.2682 0.8594 2.0238  0.431
H -2.3583 -1.5885 -0.9527  0.270
H -2.2964 -1.8563 0.9145  0.327
H -1.6968 2.3606 -1.2428  0.247
H -2.1314 1.6397 0.1923  0.191

Values from the calculation:
* gap between HOMO and LUMO: 8.60 eV
* E: -161548.3436 eV
* lowest unoccupied orbital energy: 0.49 eV



Which formula does entry 3 have?
C19H34NO2S